# 1
The following is a DFT calculation (ωB97M-V/def2-TZVPD) of C10H24BrInO6PS2 as an isolated structure.

Structure (XYZ):
```
45
C10H24BrInO6PS2 | the OMol25 dataset | ωB97M-V/def2-TZVPD
C 0.88 -1.40 -2.63
C 2.27 -1.77 -3.13
In 3.72 -0.38 -2.21
O 2.70 1.38 -1.77
P 4.46 -1.43 0.03
O 3.89 -2.99 -0.07
Br 2.96 -0.45 1.47
H 0.14 -2.14 -2.96
H 0.87 -1.38 -1.54
H 0.54 -0.44 -3.02
H 2.37 -1.74 -4.22
H 2.48 -2.80 -2.82
H 5.10 0.02 -3.24
H 3.17 1.85 -1.08
H 3.60 -3.18 -0.97
C -1.48 -0.38 4.40
C -0.17 -1.04 3.96
C -0.52 -2.30 3.17
S -2.14 -1.99 2.44
O -3.10 -2.90 3.03
O -2.04 -1.87 1.01
C -2.38 -0.37 3.17
H -1.32 0.63 4.78
H -1.95 -0.97 5.19
H 0.39 -0.36 3.31
H 0.47 -1.27 4.81
H 0.18 -2.51 2.37
H -0.63 -3.17 3.81
H -3.44 -0.24 3.39
H -2.05 0.36 2.43
C -0.57 3.46 -1.45
C -0.82 2.45 -0.32
C -2.07 1.64 -0.68
S -2.13 1.61 -2.48
O -3.31 2.31 -2.93
O -1.83 0.28 -2.94
C -0.69 2.65 -2.74
H 0.41 3.92 -1.37
H -1.33 4.25 -1.43
H 0.04 1.79 -0.23
H -0.95 2.95 0.64
H -2.02 0.61 -0.33
H -2.99 2.10 -0.34
H -0.86 3.26 -3.63
H 0.17 1.99 -2.88
```

As for the total charge: -1. As for the orbital gap: 6.540 eV. The value obtained for the HOMO energy is -4.20 eV. Its spin multiplicity is 1.

---

# 2
The following is a DFT calculation (ωB97M-V/def2-TZVPD) of C10H24ClI2OP2Ti as an isolated structure.

Structure (XYZ):
```
41
C10H24ClI2OP2Ti | the OMol25 dataset | ωB97M-V/def2-TZVPD
I -0.35 2.92 -0.31
I 2.53 -0.31 -1.26
Ti -0.28 0.10 -1.04
P 0.41 1.36 -3.17
C 1.70 2.63 -3.13
C 0.96 0.21 -4.46
H -1.88 1.53 -3.89
H -0.73 2.43 -4.95
H -1.23 3.12 -3.35
C -1.01 2.20 -3.91
H 0.28 -0.65 -4.50
H 0.93 0.77 -5.41
H 1.79 3.00 -4.16
H 2.66 2.21 -2.79
H 1.98 -0.13 -4.24
H 1.41 3.45 -2.46
C 1.66 1.58 0.17
O 2.55 2.28 0.47
Cl -1.97 -0.91 -2.06
C 1.69 0.08 3.12
C 1.02 -1.13 2.50
P -0.33 -0.80 1.28
C -0.94 -2.49 0.88
C -1.26 -3.42 2.05
C -1.63 0.04 2.26
C -1.95 -0.51 3.66
H 2.20 0.70 2.38
H 2.43 -0.26 3.85
H 0.98 0.71 3.67
H 1.76 -1.73 1.95
H 0.61 -1.79 3.28
H -1.82 -2.38 0.22
H -0.15 -2.95 0.26
H -2.13 -3.10 2.63
H -1.48 -4.42 1.66
H -0.40 -3.53 2.74
H -1.31 1.09 2.34
H -2.54 0.04 1.64
H -1.05 -0.63 4.28
H -2.61 0.19 4.18
H -2.47 -1.48 3.63
```

As for the total charge: +3. As for the orbital gap (spin up / spin down): 5.114 / 5.146 eV. The value obtained for the HOMO energy (spin up / spin down) is -19.99 / -19.99 eV. Its spin multiplicity is 1.

---

# 3
The following is a DFT calculation (ωB97M-V/def2-TZVPD) of C10H24ClO5P2SV as an isolated structure.

Structure (XYZ):
```
44
C10H24ClO5P2SV | the OMol25 dataset | ωB97M-V/def2-TZVPD
C 4.41 2.18 -1.49
C 3.44 1.14 -1.11
H 3.84 2.95 -2.04
H 5.19 1.79 -2.15
H 4.92 2.61 -0.61
O 2.22 1.31 -1.19
Cl 3.98 -0.32 -0.45
V -0.92 -0.74 0.47
P -0.53 -1.36 -1.89
C -1.91 -0.79 -2.94
C 0.91 -1.30 -3.01
H 0.80 -2.01 -3.85
H -0.53 -3.69 -2.59
H 1.82 -1.54 -2.44
H -0.28 -3.51 -0.82
H -1.83 0.29 -3.09
H 1.03 -0.28 -3.41
C -0.85 -3.15 -1.69
H -1.91 -1.31 -3.91
H -1.92 -3.30 -1.50
H -2.85 -1.00 -2.40
P -0.02 0.95 1.98
C -1.18 2.28 2.45
C -0.02 -0.11 3.47
H 2.39 1.06 1.90
H 1.70 2.24 3.09
H 1.64 2.57 1.30
C 1.59 1.79 2.08
H 0.53 -1.04 3.24
H 0.47 0.42 4.30
H -0.77 2.83 3.30
H -2.14 1.83 2.71
H -1.06 -0.37 3.73
H -1.31 2.95 1.59
C -1.92 0.73 -0.22
O -2.57 1.64 -0.58
C -4.07 -3.19 2.37
S -3.36 -1.74 1.64
O -3.84 -1.66 0.26
O -3.71 -0.61 2.50
O -1.86 -2.06 1.70
H -5.10 -2.85 2.38
H -3.63 -3.29 3.36
H -3.90 -4.07 1.74
```

As for the total charge: +3. As for the orbital gap (spin up / spin down): 3.720 / 5.041 eV. The value obtained for the HOMO energy (spin up / spin down) is -19.17 / -19.22 eV. Its spin multiplicity is 2.

---

# 4
The following is a DFT calculation (ωB97M-V/def2-TZVPD) of C10H24N4O2P2Ru as an isolated structure.

Structure (XYZ):
```
43
C10H24N4O2P2Ru | the OMol25 dataset | ωB97M-V/def2-TZVPD
Ru -0.10 -0.23 0.46
P 0.91 0.73 2.16
P 0.31 -2.39 0.40
N -0.89 1.62 0.08
N -1.20 -0.57 -1.19
H -1.63 2.70 -1.57
H -2.90 0.28 -2.04
H -2.84 1.93 -0.49
C -1.86 1.81 -0.96
H -1.38 0.76 -2.79
C -1.87 0.57 -1.83
H -0.52 3.67 0.42
H -1.69 -1.91 -2.70
C -0.24 2.62 0.59
C -1.17 -1.78 -1.75
C 1.07 2.25 1.12
C -0.46 -2.81 -1.17
H 1.65 3.03 1.63
H -0.42 -3.81 -1.61
H 1.65 -2.82 0.25
H -0.19 -3.38 1.30
H 2.27 0.51 2.41
H 0.59 1.18 3.49
H 1.06 -0.12 -2.53
C 1.96 0.15 -1.97
C 2.96 -0.99 -1.95
C 2.51 1.46 -2.57
O 1.54 0.26 -0.64
H 3.23 -1.21 -2.98
H 3.83 -0.68 -1.35
H 2.49 -1.87 -1.47
H 1.73 2.24 -2.59
H 3.38 1.82 -2.00
H 2.83 1.22 -3.59
H 1.69 2.01 0.31
N -2.59 -2.17 3.42
C -2.19 -0.99 2.90
N -2.09 0.07 3.76
O -1.94 -0.85 1.66
H -2.77 -2.28 4.42
H -2.62 -2.98 2.80
H -1.79 0.99 3.41
H -2.32 -0.05 4.75
```

As for the total charge: +2. As for the orbital gap (spin up / spin down): 6.503 / 6.102 eV. The value obtained for the HOMO energy (spin up / spin down) is -12.55 / -16.10 eV. For the energy above the lowest of the compared OMol25 structures with the same formula, charge and spin, the calculation gives 5.65 kcal per mole. Its spin multiplicity is 7.

---

# 5
The following is a DFT calculation (ωB97M-V/def2-TZVPD) of C10H24N6O6PtS as an isolated structure.

Structure (XYZ):
```
48
C10H24N6O6PtS | the OMol25 dataset | ωB97M-V/def2-TZVPD
O -4.11 3.13 -1.50
H -4.40 3.71 -2.22
Pt -0.07 0.19 0.07
N -0.49 -1.68 0.86
N -1.68 0.55 1.16
N 1.46 -0.08 -1.24
N 0.24 1.97 -0.81
O -0.23 -2.74 0.21
O 2.20 -1.22 -1.58
O -0.58 3.10 -0.89
O -2.24 1.71 1.21
C -2.21 -0.49 1.92
C -1.48 -1.68 1.80
C 2.20 1.01 -1.53
C 1.45 2.20 -1.34
C -1.67 -2.96 2.49
H -0.70 -3.20 2.96
H -1.93 -3.77 1.78
H -2.43 -2.87 3.28
C -3.30 -0.20 2.93
H -4.21 0.17 2.43
H -3.00 0.55 3.69
H -3.57 -1.13 3.47
C 3.59 0.91 -2.06
C 1.95 3.56 -1.78
H 3.80 -0.11 -2.36
H 4.32 1.24 -1.31
H 3.69 1.60 -2.91
H 1.40 4.36 -1.25
H 1.84 3.64 -2.87
H 3.03 3.60 -1.55
H 1.76 -2.03 -1.23
H -1.34 2.99 -0.28
C -3.65 1.91 -2.04
H -3.70 1.21 -1.22
H -2.63 2.00 -2.37
H -4.27 1.54 -2.87
O -1.06 -1.35 -2.30
H -0.14 -1.02 -2.30
H -1.08 -1.84 -1.45
N 3.74 -1.64 1.13
C 2.58 -2.01 1.74
N 2.41 -3.36 1.81
S 1.40 -0.90 2.33
H 4.58 -2.12 1.38
H 3.85 -0.71 0.69
H 1.46 -3.76 1.86
H 3.21 -3.93 2.04
```

As for the orbital gap (spin up / spin down): 5.117 / 6.443 eV. The value obtained for the HOMO energy (spin up / spin down) is -5.91 / -7.83 eV. For the energy above the lowest of the compared OMol25 structures with the same formula, charge and spin, the calculation gives 33.45 kcal per mole. Its spin multiplicity is 3.

---

# 6
The following is a DFT calculation (ωB97M-V/def2-TZVPD) of one molecule with the formula C10H24O2Si.

Structure (XYZ):
```
37
C10H24O2Si | the OMol25 dataset | ωB97M-V/def2-TZVPD
C -2.95 -0.81 2.80
C -2.42 0.48 2.11
C -1.10 1.05 2.70
C 0.10 0.18 2.20
O 0.35 0.26 0.81
Si 1.22 -0.88 -0.07
C -0.07 -2.14 -0.40
C 2.53 -1.67 0.86
O 1.72 -0.43 -1.66
C 2.15 0.90 -1.87
C 1.13 1.96 -1.93
C 0.21 1.72 -3.23
C -0.31 0.34 -3.37
H -3.99 -0.99 2.55
H -2.37 -1.68 2.64
H -3.02 -0.73 3.90
H -2.13 0.05 1.13
H -3.26 1.17 2.08
H -0.97 2.08 2.37
H -1.21 1.17 3.77
H -0.07 -0.95 2.43
H 0.99 0.49 2.77
H -0.93 -1.66 -0.84
H 0.24 -2.96 -1.06
H -0.36 -2.63 0.52
H 2.08 -2.68 1.03
H 2.73 -1.14 1.74
H 3.38 -1.69 0.22
H 2.85 1.05 -1.03
H 2.84 1.00 -2.71
H 0.50 1.88 -1.01
H 1.51 3.01 -1.94
H -0.64 2.38 -3.18
H 0.72 2.04 -4.18
H -0.87 0.13 -2.42
H 0.39 -0.45 -3.46
H -0.97 0.14 -4.28
```

As for the orbital gap: 10.427 eV. Its SMILES is CCCCO[Si](C)(C)OCCCC. The value obtained for the HOMO energy is -9.58 eV. For the energy above the lowest of the compared OMol25 structures with the same formula, charge and spin, the calculation gives 47.16 kcal per mole. Its spin multiplicity is 1.

---

# 7
The following is a DFT calculation (ωB97M-V/def2-TZVPD) of C10H25B2N2O6SSiZn as an isolated structure.

Structure (XYZ):
```
48
C10H25B2N2O6SSiZn | the OMol25 dataset | ωB97M-V/def2-TZVPD
C -0.12 4.42 0.92
Si -1.33 3.24 0.16
C -2.91 3.06 1.24
C -1.80 3.75 -1.55
O -0.84 1.64 0.28
C 0.13 1.09 -0.73
C 1.08 0.15 -0.04
C 1.01 -1.26 -0.57
C -0.20 -2.03 -0.03
C -1.49 -1.95 -0.83
C -2.58 -2.70 -0.09
S -3.30 -1.68 1.22
C 0.88 -1.26 -2.11
O 1.06 -0.14 -2.66
O 0.54 -2.38 -2.61
N 2.22 -2.04 -0.18
B 2.44 -2.17 1.27
N 2.26 -3.46 1.85
O 2.89 -1.14 2.11
B 3.42 -1.59 -0.93
O 4.10 -0.46 -0.53
O 3.86 -2.27 -2.04
H 0.11 5.24 0.25
H -0.48 4.78 1.87
H 0.81 3.89 1.10
H -2.80 2.15 1.90
H -3.12 3.92 1.86
H -3.76 2.94 0.57
H -0.93 4.06 -2.11
H -2.46 4.61 -1.48
H -2.31 2.99 -2.13
H -0.41 0.63 -1.55
H 0.65 1.93 -1.17
H 0.91 0.22 1.03
H 2.08 0.55 -0.18
H -0.43 -1.73 1.00
H 0.04 -3.08 -0.03
H -1.87 -0.93 -1.01
H -1.37 -2.46 -1.78
H -2.14 -3.57 0.37
H -3.40 -3.00 -0.72
H -3.06 -2.22 2.41
H 1.70 -4.09 1.29
H 2.01 -3.50 2.82
H 2.29 -1.02 2.84
H 5.03 -0.63 -0.38
H 4.10 -3.18 -1.85
Zn -2.49 0.71 0.91
```

As for the total charge: +1. As for the orbital gap: 4.183 eV. The value obtained for the HOMO energy is -10.30 eV. For the energy above the lowest of the compared OMol25 structures with the same formula, charge and spin, the calculation gives 0.00 kcal per mole. Its spin multiplicity is 1.

---

# 8
The following is a DFT calculation (ωB97M-V/def2-TZVPD) of a 4-piece molecular cluster, C10H25BFNO6 overall.

Structure (XYZ):
```
44
C10H25BFNO6 | the OMol25 dataset | ωB97M-V/def2-TZVPD
C 2.50 1.80 -1.98
C 1.80 2.09 -3.39
O 1.35 3.25 -3.57
N 1.68 1.13 -4.49
B 0.26 0.70 -4.73
O -0.61 0.49 -3.61
F -0.31 0.48 -6.03
C 2.62 0.00 -4.38
C 2.29 -1.44 -3.80
O 3.81 0.22 -4.75
H 1.85 2.17 -1.11
H 3.52 2.33 -1.89
H 2.71 0.69 -1.78
H -0.61 -0.44 -3.32
H 1.35 -1.51 -3.17
H 2.31 -2.19 -4.67
H 3.16 -1.75 -3.12
C -0.02 -2.23 1.15
C -0.12 -2.51 -0.33
O 1.17 -2.66 -0.90
H 0.57 -1.32 1.33
H -1.00 -2.10 1.60
H 0.50 -3.04 1.66
H -0.62 -1.68 -0.84
H -0.70 -3.42 -0.52
H 1.60 -3.40 -0.45
C -2.97 -1.47 5.74
C -3.08 -1.75 4.25
O -1.78 -1.90 3.69
H -2.39 -0.56 5.91
H -3.97 -1.34 6.18
H -2.46 -2.28 6.25
H -3.57 -0.92 3.74
H -3.65 -2.66 4.06
H -1.35 -2.64 4.14
C -1.27 3.64 2.05
C -0.28 3.51 0.91
O 0.63 2.44 1.17
H -0.74 3.83 2.99
H -1.97 4.46 1.87
H -1.83 2.71 2.19
H 0.30 4.43 0.79
H -0.80 3.30 -0.03
H 0.12 1.63 1.26
```

As for the orbital gap: 10.381 eV. Its SMILES is CC(=O)N(B(O)F)C(C)=O.CCO.CCO.CCO. The value obtained for the HOMO energy is -10.10 eV. Its spin multiplicity is 1.

---

# 9
The following is a DFT calculation (ωB97M-V/def2-TZVPD) of C10H25FN5O7PS as an isolated structure.

Structure (XYZ):
```
50
C10H25FN5O7PS | the OMol25 dataset | ωB97M-V/def2-TZVPD
C -1.91 -0.59 -5.23
C -0.95 0.59 -4.90
C -1.58 1.97 -5.32
C -0.36 0.60 -3.45
C -1.28 -0.01 -2.33
P -1.27 -1.89 -2.00
N 0.29 -2.53 -2.55
O -2.40 -2.69 -2.99
O -2.57 0.63 -2.45
S -2.62 2.00 -1.49
O -2.93 3.20 -2.27
O -3.69 1.72 -0.50
O -1.08 1.97 -0.84
C -0.79 0.55 -0.94
C 0.49 0.02 -0.26
C 1.82 0.23 -1.05
F 2.78 0.66 -0.12
H -1.37 -1.55 -5.33
H -2.75 -0.71 -4.53
H -2.36 -0.39 -6.23
H -0.07 0.47 -5.59
H -1.63 1.93 -6.44
H -2.58 2.14 -4.88
H -0.85 2.77 -5.09
H 0.66 0.17 -3.49
H -0.22 1.68 -3.17
H 0.17 -3.22 -3.29
H 0.89 -1.79 -2.92
H -1.91 -2.97 -3.77
H -1.59 0.14 -0.26
H 0.41 -1.03 0.08
H 0.61 0.60 0.69
H 1.77 1.02 -1.81
H 2.20 -0.73 -1.45
C 1.30 0.48 3.62
O 0.45 -0.23 3.10
N 2.17 0.02 4.55
N 1.44 1.80 3.30
H 2.87 0.59 4.99
H 2.10 -0.95 4.82
H 0.81 2.18 2.61
H 2.13 2.41 3.71
C 1.98 -1.49 7.77
O 2.68 -1.68 6.79
N 0.67 -1.12 7.66
N 2.44 -1.63 9.04
H 0.07 -0.96 8.45
H 0.30 -1.01 6.74
H 3.40 -1.90 9.15
H 1.88 -1.48 9.86
```

As for the orbital gap: 9.257 eV. The value obtained for the HOMO energy is -8.85 eV. Its spin multiplicity is 1.

---

# 10
The following is a DFT calculation (ωB97M-V/def2-TZVPD) of a 2-piece molecular cluster, C10H25N2Si overall.

Structure (XYZ):
```
38
C10H25N2Si | the OMol25 dataset | ωB97M-V/def2-TZVPD
C 4.68 -1.21 0.71
C 4.03 -0.80 -0.38
C -0.87 0.19 1.64
C -0.98 -1.91 -1.56
C -2.24 -2.26 0.53
C -3.29 1.26 0.32
C -1.36 2.32 -0.86
C 2.17 2.07 0.56
C 2.50 -0.86 -0.38
C -1.03 -0.11 0.10
N -1.34 -1.40 -0.24
N -2.07 1.03 -0.52
Si 1.57 0.76 -0.77
H 5.71 -1.45 0.86
H 4.00 -1.41 1.64
H 4.70 -0.60 -1.27
H -1.32 1.13 2.09
H 0.25 0.31 1.84
H -1.32 -0.51 2.43
H -1.80 -2.28 -2.18
H -0.36 -1.22 -2.12
H -0.46 -2.80 -1.31
H -1.99 -3.29 0.51
H -2.30 -1.95 1.63
H -3.21 -2.19 0.18
H -2.94 1.76 1.24
H -4.02 1.78 -0.34
H -3.67 0.36 0.70
H -0.95 2.21 -1.91
H -1.99 3.26 -0.93
H -0.54 2.30 -0.16
H 1.39 2.04 1.39
H 3.11 1.62 0.77
H 2.24 3.06 0.12
H 2.24 -1.30 0.51
H 2.22 -1.56 -1.16
H -2.45 0.74 -1.37
H 1.69 0.89 -2.28
```

As for the total charge: +1. As for the orbital gap: 7.983 eV. The value obtained for the HOMO energy is -11.32 eV. For the energy above the lowest of the compared OMol25 structures with the same formula, charge and spin, the calculation gives 73.31 kcal per mole. Its spin multiplicity is 1.

---

# 11
The following is a DFT calculation (ωB97M-V/def2-TZVPD) of a 4-piece molecular cluster, C10H25N7O8P overall.

Structure (XYZ):
```
51
C10H25N7O8P | the OMol25 dataset | ωB97M-V/def2-TZVPD
C 1.29 -1.09 1.66
C 1.49 -0.31 0.39
N 0.22 0.02 -0.29
C 0.39 0.77 -1.38
N -0.65 1.24 -1.99
C -2.03 0.97 -1.59
C -2.49 -0.41 -1.94
N -3.52 -0.80 -1.39
N 1.62 1.05 -1.90
C 2.67 1.38 -0.92
C 2.32 0.97 0.49
P 1.57 2.38 1.49
O 1.03 3.46 0.38
O 0.21 1.85 2.21
H 2.26 -1.30 2.09
H 0.69 -0.58 2.40
H 0.80 -2.02 1.43
H 2.03 -0.97 -0.28
H -0.38 0.47 0.40
H -0.52 1.81 -2.82
H -2.66 1.69 -2.10
H -2.13 1.15 -0.53
H -1.97 -1.03 -2.66
H -3.74 -1.75 -1.69
H 1.91 0.32 -2.54
H 2.94 2.43 -0.96
H 3.57 0.85 -1.20
H 3.24 0.71 1.00
H 1.81 3.95 0.08
H 0.41 1.43 3.05
C -2.74 -3.06 1.05
N -1.38 -3.46 1.50
O -1.13 -3.40 2.68
O -0.60 -3.82 0.63
H -3.32 -2.75 1.91
H -2.61 -2.23 0.36
H -3.19 -3.91 0.55
C -1.42 -6.49 -1.59
N -2.80 -6.06 -1.94
O -3.08 -4.87 -1.85
O -3.57 -6.93 -2.29
H -0.86 -5.61 -1.29
H -1.49 -7.20 -0.77
H -0.99 -6.95 -2.47
C 1.81 7.10 1.61
N 3.14 6.59 2.07
O 3.33 6.54 3.26
O 3.92 6.24 1.20
H 1.22 7.35 2.48
H 1.99 7.97 0.99
H 1.34 6.30 1.04
```

As for the total charge: +1. As for the orbital gap: 8.687 eV. The value obtained for the HOMO energy is -11.65 eV. For the energy above the lowest of the compared OMol25 structures with the same formula, charge and spin, the calculation gives 12.80 kcal per mole. Its spin multiplicity is 1.

---

Number 1: electronic energy -4748.7960 hartree. Number 2: electronic energy -3057.2966 hartree. Number 3: electronic energy -3255.5131 hartree. Number 4: electronic energy -1541.7060 hartree. Number 5: electronic energy -1692.6438 hartree. Number 6: electronic energy -835.4301 hartree. Number 7: electronic energy -3473.6165 hartree. Number 8: electronic energy -1026.9721 hartree. Number 9: electronic energy -2035.9163 hartree. Number 10: electronic energy -794.5958 hartree. Number 11: electronic energy -1722.1050 hartree.